(1)
Entry from OMol25: a molecular structure, C4H11Cl2FeNd in a non-equilibrium geometry (wB97M-V/def2-TZVPD).

XYZ file:
```
19
Properties=species:S:1:pos:R:3:nbo_charge:R:1
Nd 1.0106 -0.5950 -1.0293 1.751
Cl 1.9919 -2.8184 -0.4496 -0.694
C 2.7193 1.2548 -1.5254 -1.334
C -0.6854 -1.1072 -2.9339 -1.330
H 2.7130 1.7597 -2.5178 0.184
H 2.6654 2.0716 -0.7647 0.214
H 3.7564 0.7878 -1.4284 0.180
H -0.6830 -0.5694 -3.9121 0.185
H -1.7368 -1.0599 -2.5456 0.202
H -0.4757 -2.2181 -3.1620 0.179
Fe -0.1108 0.2602 2.2776 0.994
C -1.8318 -0.8978 2.5832 -1.194
C -1.3234 1.4229 1.3981 -1.374
H -2.7965 -0.5932 2.1732 0.191
H -1.5818 -2.0014 2.3681 0.161
H -1.8781 -0.7463 3.7188 0.167
H -2.3994 1.5757 0.9680 0.149
H -0.9837 2.5304 1.3468 0.126
Cl 1.6297 0.9436 3.4351 -0.759
```

As for the expectation value of S²: 15.823. The net charge is -2. As for the LUMO energy (spin up / spin down): 5.19 / 5.17 eV. The value obtained for the calculated total energy is -2904.3424 Eh. The value obtained for the max |F| is 3.5 eV Å⁻¹. As for the spin multiplicity: 8. The energy relative to the best compared isomer or geometry (same formula, charge and spin) is 141.6 kJ/mol.

***

(2)
Entry from OMol25: a molecular structure, C4H11ClF5MnOTeTi in a non-equilibrium geometry (wB97M-V/def2-TZVPD).

XYZ file:
```
25
Properties=species:S:1:pos:R:3:nbo_charge:R:1
Mn 0.3910 -0.0496 -2.4004 1.310
Cl 1.0905 -1.7541 -0.7783 -0.535
C 2.1005 0.8863 -2.5587 -1.187
C -0.6046 -1.2290 -3.5733 -1.169
H 2.0677 1.2642 -3.5898 0.191
H 2.1574 1.7051 -1.8294 0.222
H 2.9192 0.1684 -2.4191 0.213
H -0.5102 -0.7260 -4.5441 0.191
H -1.6460 -1.2815 -3.2356 0.217
H -0.1237 -2.2140 -3.5705 0.211
Ti -0.2748 -0.2429 0.7200 1.639
C -1.7404 -1.2698 1.5215 -1.065
C -0.8391 0.8164 -1.0421 -1.131
H -2.6816 -0.8173 1.1910 0.235
H -1.7070 -2.3444 1.3403 0.231
H -1.6269 -1.0562 2.5935 0.267
H -1.8920 0.7429 -1.4406 0.220
H -0.4648 1.8762 -0.9142 0.226
F 0.2005 2.6288 4.0395 -0.651
Te 0.4868 0.8298 3.5720 3.048
F 2.0827 1.2577 2.6019 -0.662
F 0.7651 -1.0657 2.9085 -0.674
F 1.4511 0.4246 5.1364 -0.651
F -1.1555 0.3063 4.4316 -0.667
O -0.4458 1.1439 1.8399 -1.029
```

As for the expectation value of S²: 8.950. The net charge is -1. As for the LUMO energy (spin up / spin down): 1.99 / 1.64 eV. The value obtained for the calculated total energy is -3462.2762 Eh. The value obtained for the max |F| is 1.8 eV Å⁻¹. As for the spin multiplicity: 6. The energy relative to the best compared isomer or geometry (same formula, charge and spin) is 260.3 kJ/mol.

***

(3)
Entry from OMol25: a molecular structure, C4H11ClIO5SiTc in a non-equilibrium geometry (wB97M-V/def2-TZVPD).

XYZ file:
```
24
Properties=species:S:1:pos:R:3:nbo_charge:R:1
Tc -1.1825 0.6830 1.1391 1.274
O 2.0240 1.5538 2.4846 -0.688
Cl 0.7594 1.1964 2.9550 2.498
O 0.5821 1.2406 4.3351 -0.676
O -0.3204 2.0766 2.2654 -0.749
O 0.3147 -0.1238 2.3819 -0.777
I -3.7524 1.6492 1.4821 0.353
C -2.7563 -0.1235 2.1198 -0.682
H -3.2257 -1.0158 1.7180 0.270
H -2.6369 -0.1436 3.2009 0.256
C 1.6750 0.9689 -1.2917 -1.159
Si 0.4894 -0.4430 -1.5185 1.825
C 1.1478 -2.0747 -0.9420 -1.152
C -0.3666 -0.4722 -3.1577 -1.144
O -0.8364 -0.0576 -0.3989 -0.793
H 2.5076 0.8688 -1.9915 0.274
H 2.1002 0.9878 -0.2859 0.251
H 1.2022 1.9334 -1.4885 0.254
H 1.9490 -2.4131 -1.6029 0.267
H 0.3710 -2.8409 -0.9439 0.259
H 1.5582 -2.0059 0.0668 0.255
H 0.3631 -0.6773 -3.9450 0.265
H -0.8382 0.4847 -3.3839 0.258
H -1.1283 -1.2518 -3.1981 0.260
```

As for the expectation value of S²: 0.755. The net charge is +1. As for the LUMO energy (spin up / spin down): -5.33 / -5.02 eV. The value obtained for the calculated total energy is -1662.8717 Eh. The value obtained for the max |F| is 1.2 eV Å⁻¹. As for the spin multiplicity: 2. The energy relative to the best compared isomer or geometry (same formula, charge and spin) is 0.0 kJ/mol.

***

(4)
Entry from OMol25: a molecular structure, C4H11CsNO in a non-equilibrium geometry (wB97M-V/def2-TZVPD).

XYZ file:
```
18
Properties=species:S:1:pos:R:3:nbo_charge:R:1
Cs 0.1644 3.4561 2.5659 0.994
C 1.2065 -1.1575 -0.0713 -0.650
C 0.0190 -0.5919 -0.8362 -0.091
C -0.1405 0.9150 -0.5616 -0.058
O -0.3359 1.2215 0.8327 -0.621
C -1.2402 0.4490 1.6040 -0.258
N 0.1170 -0.8047 -2.2832 -0.798
H 2.1770 -1.0612 -0.5604 0.219
H 1.0967 -2.1969 0.2505 0.230
H 1.3362 -0.6854 0.9150 0.202
H -0.8896 -1.0777 -0.4696 0.193
H -1.0697 1.3052 -0.9889 0.191
H 0.7106 1.4612 -0.9670 0.190
H -2.2213 0.2940 1.1482 0.199
H -1.4652 1.0724 2.4745 0.152
H -0.8257 -0.4996 1.9395 0.197
H 0.3718 -1.7733 -2.4644 0.367
H 0.9889 -0.3262 -2.5278 0.340
```

The net charge is +1. As for the LUMO energy: -3.61 eV. The value obtained for the calculated total energy is -308.9132 Eh. The value obtained for the max |F| is 1.7 eV Å⁻¹. The energy relative to the best compared isomer or geometry (same formula, charge and spin) is 72.3 kJ/mol.

***

(5)
Entry from OMol25: a molecular structure, C4H11F2InNO in a non-equilibrium geometry (wB97M-V/def2-TZVPD).

XYZ file:
```
20
Properties=species:S:1:pos:R:3:nbo_charge:R:1
In 1.5861 1.5690 -4.9288 0.997
F 5.8150 -0.6361 -2.9550 -0.276
F -1.9728 -1.3570 -7.1024 -0.281
C -1.9548 -1.4607 0.9274 -0.625
C -1.0553 -0.3885 0.2307 -0.080
C -0.2449 0.4546 1.2973 -0.081
O 0.6192 1.3563 0.5777 -0.475
C 1.4133 2.1251 1.4370 -0.262
N -0.1612 -1.1341 -0.5593 -0.604
H -1.3357 -2.1403 1.5130 0.223
H -2.6017 -2.0046 0.2391 0.235
H -2.6781 -1.0273 1.6182 0.246
H -1.6001 0.2719 -0.4440 0.228
H 0.2960 -0.1243 2.0459 0.191
H -0.9461 1.0129 1.9176 0.206
H 2.3435 1.5612 1.5066 0.199
H 0.9267 2.1923 2.4100 0.184
H 1.6496 3.1561 1.1734 0.212
H 0.6060 -1.5063 -0.0181 0.382
H -0.7048 -1.9202 -0.8861 0.382
```

The net charge is +1. As for the LUMO energy: -10.91 eV. The value obtained for the calculated total energy is -678.1262 Eh. The value obtained for the max |F| is 2.4 eV Å⁻¹. The energy relative to the best compared isomer or geometry (same formula, charge and spin) is 907.0 kJ/mol.

***

(6)
Entry from OMol25: a gas-phase ion, C4H11FN3 (charge +1) in a non-equilibrium geometry (wB97M-V/def2-TZVPD).

XYZ file:
```
19
Properties=species:S:1:pos:R:3:nbo_charge:R:1
C 0.6808 -0.8247 0.4555 0.003
C 1.6018 -1.4341 -0.5980 -0.672
C -0.8457 0.6380 -1.0756 0.235
C -0.9964 -0.3442 -0.0107 0.373
N 1.2046 0.3283 1.0005 -0.793
N -1.5501 0.2936 1.1921 -0.878
N -0.6851 1.8847 -0.7872 -0.631
F -1.6288 -1.4663 -0.4554 -0.322
H 0.5433 -1.5653 1.2329 0.238
H 2.5478 -2.0546 -0.2668 0.276
H 1.1600 -2.0526 -1.3854 0.245
H 2.1863 -0.6042 -1.0937 0.217
H -0.8335 0.2990 -2.0895 0.248
H 0.6737 0.7995 1.7479 0.395
H -1.4674 -0.3512 1.9902 0.409
H -2.5570 0.4788 0.9975 0.400
H 1.4912 1.1466 0.3214 0.370
H -0.5373 2.7216 -1.3197 0.450
H -0.9880 2.1069 0.1440 0.438
```

The net charge is +1. As for the LUMO energy (spin up / spin down): -5.12 / -5.12 eV. The value obtained for the calculated total energy is -422.8457 Eh. The value obtained for the max |F| is 4.1 eV Å⁻¹. The structure (SMILES) is C[C@@H](N)[C@](N)(F)C=[NH2+]. The energy relative to the best compared isomer or geometry (same formula, charge and spin) is 194.9 kJ/mol.

***

(7)
Entry from OMol25: 2 unconnected molecules or ions with the total composition C4H11FN3 in a non-equilibrium geometry (wB97M-V/def2-TZVPD).

XYZ file:
```
19
Properties=species:S:1:pos:R:3:nbo_charge:R:1
C 1.6510 1.7718 -0.4232 -0.180
C -2.2945 -0.3153 -0.5496 -0.701
C 1.0653 -1.5565 0.6499 -0.492
C -1.2740 -0.8104 0.4291 0.341
N 0.1678 -0.8229 -1.3923 -0.113
N 0.0926 -1.1219 -0.1963 0.038
N 1.0950 2.6144 0.4031 -0.710
F -0.9696 0.1709 1.4436 -0.359
H 2.2273 2.1292 -1.3497 0.157
H -2.7295 -1.1499 -1.2847 0.277
H -1.7137 0.4859 -1.2363 0.268
H -3.0664 0.1130 0.1454 0.274
H 1.1682 -0.9798 1.6142 0.292
H 0.9599 -2.6600 0.7497 0.271
H 1.9582 -1.3392 0.1919 0.248
H -1.4448 -1.6818 1.0979 0.212
H 1.1992 -0.8701 -1.7457 0.389
H 1.3032 3.6891 0.2650 0.391
H 0.6048 2.3335 1.1879 0.399
```

The net charge is +1. As for the LUMO energy (spin up / spin down): -5.53 / -5.53 eV. The value obtained for the calculated total energy is -422.7015 Eh. The value obtained for the max |F| is 6.3 eV Å⁻¹. The energy relative to the best compared isomer or geometry (same formula, charge and spin) is 573.5 kJ/mol.